No. 1
{"formula": "C44H61N11O5PRbS2", "method": "ωB97M-V with the def2-TZVPD basis set", "lumo_ev": 0.194, "fmax_ev_per_a": 1.2, "molar_mass_g_mol": 1004.62, "relative_energy_kcal_mol": 13.58, "symbols": ["Rb", "C", "C", "C", "C", "C", "C", "C", "C", "C", "S", "C", "N", "H", "H", "H", "H", "H", "H", "H", "H", "C", "N", "C", "N", "C", "N", "C", "C", "C", "C", "C", "C", "C", "N", "N", "C", "O", "C", "C", "C", "C", "C", "C", "N", "C", "N", "C", "N", "C", "H", "H", "H", "H", "H", "H", "H", "H", "H", "H", "H", "H", "H", "H", "H", "H", "O", "H", "H", "O", "H", "H", "C", "S", "C", "O", "H", "H", "H", "H", "H", "H", "C", "N", "C", "C", "C", "N", "C", "C", "O", "H", "H", "H", "H", "H", "H", "H", "H", "H", "H", "H", "H", "C", "C", "P", "C", "C", "C", "C", "H", "H", "H", "H", "H", "H", "H", "H", "H", "H", "H", "H", "H", "H", "H"], "positions_angstrom": [[0.9668, 0.4872, -0.3464], [-0.0399, 4.1176, -1.5620], [-1.5016, 3.8007, -1.7420], [-2.3584, 4.6788, -2.4413], [-3.6671, 4.3327, -2.6082], [-4.1536, 3.1091, -2.0973], [-5.4923, 2.7025, -2.2639], [-5.8926, 1.5037, -1.7374], [-4.9972, 0.6787, -1.0430], [-3.6605, 1.0118, -0.8559], [-2.5866, -0.0701, -0.0326], [-3.2275, 2.2819, -1.3986], [-1.9308, 2.6636, -1.2425], [0.1677, 5.1701, -1.7672], [0.5554, 3.5021, -2.2436], [0.2728, 3.8734, -0.5457], [-1.9722, 5.6141, -2.8273], [-4.3511, 4.9916, -3.1324], [-6.1803, 3.3431, -2.8038], [-6.9192, 1.1786, -1.8638], [-5.3401, -0.2629, -0.6350], [0.2416, -5.6594, 1.0357], [0.6349, -4.5528, 0.1736], [0.5490, -3.2284, 0.3710], [0.8413, -2.5884, -0.7420], [1.1322, -3.5950, -1.6016], [1.0273, -4.8014, -1.0891], [-1.1690, -6.0825, 0.6894], [-1.4208, -7.1474, -0.1636], [-2.7232, -7.4372, -0.5513], [-3.7795, -6.6641, -0.1028], [-3.5320, -5.5994, 0.7601], [-2.2285, -5.3183, 1.1570], [-4.6258, -4.7655, 1.2428], [-5.8898, -4.8552, 0.9952], [-6.5034, -3.8260, 1.6772], [-5.5705, -3.1890, 2.3044], [-4.3535, -3.7329, 2.0742], [-5.6871, -2.0396, 3.1924], [-6.9447, -1.5304, 3.4972], [-7.0467, -0.4476, 4.3547], [-5.9084, 0.1030, 4.9226], [-4.6509, -0.4166, 4.6353], [-3.4378, 0.1933, 5.3030], [-2.2495, -0.6245, 5.2047], [-1.2990, -0.6476, 4.2608], [-0.3898, -1.5560, 4.5609], [-0.8436, -2.0570, 5.7417], [-1.9630, -1.5222, 6.1706], [-4.5428, -1.4786, 3.7551], [0.3018, -5.3301, 2.0713], [0.9517, -6.4653, 0.8707], [0.2540, -2.7719, 1.3052], [1.4303, -3.4396, -2.6273], [-0.5939, -7.7350, -0.5444], [-2.9115, -8.2669, -1.2204], [-4.7982, -6.8647, -0.4079], [-2.0404, -4.4727, 1.8085], [-7.8186, -1.9869, 3.0520], [-8.0196, -0.0399, 4.5963], [-5.9984, 0.9368, 5.6112], [-3.6355, 0.3134, 6.3659], [-3.2255, 1.1734, 4.8754], [-1.3177, -0.0477, 3.3605], [-0.3240, -2.8262, 6.2908], [-3.5739, -1.8890, 3.5011], [-0.8659, 2.5976, 1.3165], [-1.3256, 2.0565, 0.6387], [-1.3220, 3.4432, 1.2694], [2.2284, 0.2688, 2.4444], [1.3114, 0.1224, 2.7125], [2.3085, 1.2221, 2.3196], [0.5884, -1.2595, -4.6376], [0.0051, -0.3938, -3.1569], [-1.4048, 0.3897, -3.9515], [1.0107, 0.6946, -2.9384], [-0.0802, -2.0929, -4.8571], [1.5904, -1.6226, -4.4083], [0.6294, -0.5581, -5.4701], [-2.1080, -0.3786, -4.2762], [-1.0426, 0.9883, -4.7876], [-1.8704, 1.0189, -3.1992], [2.4633, 4.8511, 1.4522], [3.0661, 4.9593, 0.1350], [3.3228, 6.3041, -0.3487], [4.3807, 6.2643, -1.4321], [3.8983, 5.3213, -2.5148], [3.5880, 4.0222, -1.9477], [3.4683, 2.9312, -2.8991], [3.1449, 3.8463, -0.6628], [2.8350, 2.7308, -0.2366], [3.1996, 5.0503, 2.2353], [2.0667, 3.8492, 1.5780], [1.6437, 5.5676, 1.5453], [3.6509, 6.9095, 0.4971], [2.4026, 6.7549, -0.7424], [5.3142, 5.8871, -1.0088], [4.5599, 7.2582, -1.8401], [4.6686, 5.1815, -3.2756], [3.0161, 5.7429, -3.0151], [4.4460, 2.6732, -3.3158], [2.8067, 3.2184, -3.7215], [3.0501, 2.0605, -2.4065], [4.4092, -0.6571, -3.2141], [5.0888, -0.2171, -1.9162], [4.0309, -0.5923, -0.4409], [4.3158, -2.4158, -0.2260], [5.7316, -2.9900, -0.2063], [5.0530, 0.1515, 0.9206], [6.5641, 0.2989, 0.7360], [4.9899, -0.3577, -4.0893], [3.4121, -0.2183, -3.2955], [4.3027, -1.7457, -3.2444], [5.2322, 0.8664, -1.9130], [6.0709, -0.6800, -1.8184], [3.7408, -2.8941, -1.0236], [3.8026, -2.6629, 0.7089], [6.2900, -2.7239, -1.1055], [5.6867, -4.0807, -0.1662], [6.2911, -2.6479, 0.6643], [4.8217, -0.4322, 1.8149], [4.6186, 1.1425, 1.0784], [7.0524, -0.6404, 0.4789], [7.0134, 0.6642, 1.6626], [6.7967, 1.0227, -0.0467]]}

---

No. 2
{"formula": "C48H94FN3O11", "method": "ωB97M-V with the def2-TZVPD basis set", "lumo_ev": -0.367, "fmax_ev_per_a": 2.5, "molar_mass_g_mol": 908.29, "relative_energy_kcal_mol": 0.00, "symbols": ["C", "C", "C", "C", "C", "N", "C", "C", "C", "C", "C", "O", "C", "C", "O", "C", "N", "C", "C", "C", "O", "N", "C", "C", "C", "F", "C", "O", "H", "H", "H", "H", "H", "H", "H", "H", "H", "H", "H", "H", "H", "H", "H", "H", "H", "H", "H", "H", "H", "H", "H", "H", "C", "C", "O", "C", "C", "H", "H", "H", "H", "H", "H", "H", "H", "H", "H", "C", "C", "O", "C", "C", "H", "H", "H", "H", "H", "H", "H", "H", "H", "H", "C", "C", "O", "C", "C", "H", "H", "H", "H", "H", "H", "H", "H", "H", "H", "C", "C", "O", "C", "C", "H", "H", "H", "H", "H", "H", "H", "H", "H", "H", "C", "C", "O", "C", "C", "H", "H", "H", "H", "H", "H", "H", "H", "H", "H", "C", "C", "O", "C", "C", "H", "H", "H", "H", "H", "H", "H", "H", "H", "H", "C", "C", "O", "C", "C", "H", "H", "H", "H", "H", "H", "H", "H", "H", "H"], "positions_angstrom": [[1.1752, -3.0704, 3.1371], [0.9159, -1.8851, 3.7220], [0.0872, -0.8759, 2.8995], [0.8570, -0.5583, 1.6230], [1.9894, 0.2858, 1.6328], [2.3832, 0.8206, 2.8679], [2.6766, 0.5837, 0.4684], [3.8946, 1.5369, 0.5293], [5.0440, 0.7641, 1.2654], [5.8642, -0.0121, 0.1794], [5.6807, -1.5486, 0.3030], [5.3549, -2.0867, -0.9780], [4.3151, -3.0425, -0.9011], [2.2845, 0.0187, -0.7658], [2.9678, 0.2537, -1.9697], [2.2183, 0.6671, -2.9572], [1.6261, 1.0785, -3.8711], [1.1882, -0.7938, -0.7698], [0.4799, -1.0549, 0.4186], [-0.7088, -1.9642, 0.0537], [-1.3565, -2.6842, 0.7679], [-0.8124, -1.7825, -1.3359], [-1.9181, -0.9952, -1.8753], [-1.9691, 0.4781, -1.4068], [-1.4569, 1.4979, -2.4227], [-3.3298, 0.7789, -1.1859], [0.4838, -1.5561, -1.8903], [0.8627, -1.9425, -2.9577], [0.9940, -4.0254, 3.6376], [1.5713, -3.1358, 2.1190], [1.3096, -1.6326, 4.7070], [-0.0213, 0.0725, 3.4453], [-0.8980, -1.2724, 2.6584], [3.0274, 1.5933, 2.7343], [1.5936, 1.2003, 3.3793], [3.5601, 2.4340, 1.0761], [4.1692, 1.8581, -0.4780], [5.6428, 1.4898, 1.8227], [4.5471, 0.0326, 1.9101], [6.9109, 0.2872, 0.2907], [5.5122, 0.2503, -0.8241], [6.6602, -1.9713, 0.5766], [4.9266, -1.8221, 1.0522], [4.6890, -3.9773, -0.4425], [3.9768, -3.3020, -1.9087], [3.4810, -2.6943, -0.2695], [-2.9039, -1.4440, -1.7143], [-1.7732, -0.9759, -2.9646], [-1.4648, 0.6692, -0.4508], [-2.0441, 2.4211, -2.3342], [-1.5763, 1.1509, -3.4550], [-0.4149, 1.7896, -2.2499], [-0.5519, 5.3279, -1.2493], [0.6031, 5.2995, -0.2636], [1.5813, 4.3175, -0.5571], [2.2329, 4.4148, -1.8048], [2.9676, 5.7213, -2.0467], [-1.0394, 4.3529, -1.2922], [-1.2873, 6.0752, -0.9485], [-0.2212, 5.5741, -2.2593], [0.2177, 5.0557, 0.7274], [1.0696, 6.2873, -0.1810], [1.5166, 4.2279, -2.6133], [2.9468, 3.5885, -1.8257], [2.2914, 6.5776, -2.0479], [3.4758, 5.6952, -3.0109], [3.7107, 5.8931, -1.2658], [-4.2763, -3.7243, 0.8276], [-4.8794, -4.3916, -0.3949], [-6.2264, -4.8015, -0.2225], [-7.1592, -3.7801, 0.0798], [-7.2522, -2.6999, -0.9844], [-4.3275, -4.3922, 1.6911], [-3.2305, -3.4669, 0.6484], [-4.8035, -2.8045, 1.0919], [-4.3143, -5.2978, -0.6187], [-4.7901, -3.7446, -1.2755], [-6.9390, -3.3438, 1.0605], [-8.1278, -4.2738, 0.1717], [-6.3081, -2.1682, -1.1123], [-8.0140, -1.9676, -0.7136], [-7.5158, -3.1375, -1.9490], [-3.8820, -2.7330, 4.7192], [-3.1878, -4.0778, 4.8495], [-2.9929, -4.4938, 6.1896], [-4.1659, -4.6552, 6.9732], [-5.1313, -5.6862, 6.4154], [-3.3181, -1.9596, 5.2450], [-3.9669, -2.4529, 3.6679], [-4.8878, -2.7486, 5.1415], [-2.1930, -4.0068, 4.4065], [-3.7239, -4.8492, 4.2861], [-4.6620, -3.6888, 7.1158], [-3.8341, -4.9801, 7.9598], [-5.5028, -5.4080, 5.4281], [-5.9910, -5.7956, 7.0777], [-4.6388, -6.6556, 6.3197], [-0.0359, -9.2263, 9.6758], [-1.2632, -9.3737, 8.7918], [-2.0233, -8.1864, 8.6662], [-1.3534, -7.0676, 8.1075], [-0.8375, -7.3103, 6.7009], [-0.3235, -8.8898, 10.6735], [0.4838, -10.1815, 9.7637], [0.6710, -8.4986, 9.2751], [-1.9313, -10.1146, 9.2325], [-0.9867, -9.7549, 7.8026], [-0.5467, -6.7383, 8.7722], [-2.0789, -6.2561, 8.0795], [-0.0974, -8.1120, 6.6687], [-0.3702, -6.4064, 6.3088], [-1.6574, -7.5942, 6.0389], [5.5614, 6.3612, -5.8411], [4.8358, 7.5468, -5.2269], [5.4972, 8.0986, -4.1031], [6.8049, 8.5975, -4.3276], [6.8675, 9.7110, -5.3585], [5.7035, 5.5746, -5.0975], [4.9866, 5.9563, -6.6751], [6.5469, 6.6366, -6.2189], [3.8579, 7.2172, -4.8735], [4.6489, 8.3220, -5.9782], [7.4815, 7.7785, -4.5963], [7.1514, 8.9805, -3.3671], [6.5362, 9.3764, -6.3427], [7.8894, 10.0791, -5.4570], [6.2247, 10.5420, -5.0619], [4.5228, 15.5861, -7.2131], [5.2017, 14.2482, -6.9722], [5.2351, 13.8607, -5.6106], [3.9801, 13.7070, -4.9699], [3.0913, 12.6588, -5.6161], [5.0163, 16.3723, -6.6392], [4.5639, 15.8457, -8.2719], [3.4736, 15.5715, -6.9149], [6.2420, 14.3157, -7.2922], [4.7403, 13.4622, -7.5803], [3.4657, 14.6723, -4.9077], [4.1970, 13.4067, -3.9440], [2.8393, 12.9154, -6.6460], [2.1584, 12.5549, -5.0604], [3.5961, 11.6909, -5.6329], [-6.1594, -11.0809, -1.4936], [-7.5300, -10.4256, -1.5362], [-7.6759, -9.3462, -0.6332], [-6.7875, -8.2536, -0.8119], [-6.8948, -7.5919, -2.1735], [-5.9391, -11.4377, -0.4859], [-6.1230, -11.9270, -2.1815], [-5.3664, -10.3876, -1.7769], [-8.2840, -11.1610, -1.2521], [-7.7768, -10.1058, -2.5547], [-5.7568, -8.5674, -0.6106], [-7.0437, -7.5251, -0.0429], [-6.6411, -8.2761, -2.9855], [-6.2187, -6.7387, -2.2302], [-7.9138, -7.2414, -2.3474]]}

---

No. 3
{"formula": "C5H8O2", "method": "ωB97M-V with the def2-TZVPD basis set", "lumo_ev": 0.774, "fmax_ev_per_a": 0.6, "molar_mass_g_mol": 100.12, "relative_energy_kcal_mol": 40.44, "symbols": ["C", "C", "O", "C", "C", "C", "O", "H", "H", "H", "H", "H", "H", "H", "H"], "positions_angstrom": [[1.4616, 1.1460, 0.1160], [0.3326, 0.1710, -0.2349], [0.1586, 0.0958, -1.6397], [-0.1229, -1.3525, 0.1524], [-1.6029, -0.8536, 0.2095], [-0.9145, 0.4198, 0.6108], [-0.9594, 1.0132, 1.6634], [2.4792, 0.8051, -0.0829], [1.2957, 2.0439, -0.5084], [1.3744, 1.5064, 1.1443], [0.5520, 0.8748, -2.0473], [0.1071, -2.0354, -0.6659], [0.1674, -1.7729, 1.1187], [-2.0374, -0.8118, -0.7908], [-2.2914, -1.2497, 0.9548]]}

---

Copy entry 3 word for word.
{"formula": "C5H8O2", "method": "ωB97M-V with the def2-TZVPD basis set", "lumo_ev": 0.774, "fmax_ev_per_a": 0.6, "molar_mass_g_mol": 100.12, "relative_energy_kcal_mol": 40.44, "symbols": ["C", "C", "O", "C", "C", "C", "O", "H", "H", "H", "H", "H", "H", "H", "H"], "positions_angstrom": [[1.4616, 1.1460, 0.1160], [0.3326, 0.1710, -0.2349], [0.1586, 0.0958, -1.6397], [-0.1229, -1.3525, 0.1524], [-1.6029, -0.8536, 0.2095], [-0.9145, 0.4198, 0.6108], [-0.9594, 1.0132, 1.6634], [2.4792, 0.8051, -0.0829], [1.2957, 2.0439, -0.5084], [1.3744, 1.5064, 1.1443], [0.5520, 0.8748, -2.0473], [0.1071, -2.0354, -0.6659], [0.1674, -1.7729, 1.1187], [-2.0374, -0.8118, -0.7908], [-2.2914, -1.2497, 0.9548]]}